# 1
Density functional theory data (ωB97M-V/def2-TZVPD) for the molecule C10H15I at a distorted geometry.

Geometry as XYZ:
```
26
C10H15I, DFT ωB97M-V/def2-TZVPD
I -4.33 -0.19 0.36
C -2.62 1.31 0.87
C 2.10 -0.09 -0.68
C -1.22 0.61 1.09
C 0.70 -0.62 -0.32
C 0.07 -1.60 -1.35
C -1.49 2.42 -1.11
C -0.35 0.52 -0.12
C -0.44 1.48 -1.04
C 0.87 -1.28 1.05
C -2.51 2.31 -0.21
H 0.44 1.59 -1.75
H -0.82 1.23 1.95
H 0.07 -1.32 -2.37
H 2.54 0.76 -0.15
H -0.94 -1.81 -1.09
H -1.54 2.87 -1.99
H -3.33 2.86 -0.44
H 0.79 -0.64 1.94
H 2.86 -0.88 -0.44
H -0.07 -1.79 1.15
H -3.02 1.77 1.81
H 0.59 -2.56 -1.32
H -1.51 -0.31 1.55
H 2.30 0.32 -1.75
H 1.76 -1.94 1.04
```

Properties
* LUMO energy: -0.0076 Ha
* structure (SMILES): CC(C)(C)C1=CC=C[C@@H](I)C1
* orbital gap: 7.91 eV
* multiplicity: 1
* total charge: 0

---

# 2
Density functional theory data (ωB97M-V/def2-TZVPD) for the ion C10H15INO with charge +1 at a distorted geometry.

Geometry as XYZ:
```
28
C10H15INO, DFT ωB97M-V/def2-TZVPD
I -0.05 3.49 0.95
O -1.84 -1.10 -0.48
N -0.78 -3.50 0.02
C -0.20 -4.00 1.02
C 0.39 0.29 0.22
C -3.14 -1.57 -0.35
C 3.05 2.84 -1.68
C 2.88 3.25 -0.31
C 1.63 2.46 0.30
C 1.49 1.13 0.15
C -0.84 -1.69 -0.10
C 0.37 -1.04 0.15
C -3.69 -1.14 1.01
H 3.03 1.80 -1.85
H -3.20 -1.86 1.74
H 3.97 3.22 -2.18
H 2.35 3.42 -2.26
H 3.82 3.14 0.29
H -0.13 -5.06 1.03
H -3.08 -2.69 -0.38
H 2.62 4.41 -0.18
H 0.17 -3.43 1.92
H -3.35 -0.14 1.20
H -4.73 -1.20 1.02
H -0.62 0.80 0.20
H -3.73 -1.01 -1.18
H 1.30 -1.43 -0.05
H 2.31 0.61 -0.23
```

Properties
* LUMO energy: -0.1930 Ha
* structure (SMILES): C=[N+]=C(/C=C/C=C(\I)CC)OCC
* orbital gap: 7.19 eV
* multiplicity: 1
* total charge: +1

---

# 3
Density functional theory data (ωB97M-V/def2-TZVPD) for a cluster of 2 separate species, C10H15N in total at a distorted geometry.

Geometry as XYZ:
```
26
C10H15N, DFT ωB97M-V/def2-TZVPD
N 0.74 0.72 0.24
C 2.84 1.46 -0.06
C -1.89 2.04 0.84
C 0.36 -2.26 -0.53
C 1.36 0.88 1.45
C -0.52 0.08 0.04
C -1.88 -1.53 -1.24
C 1.72 0.96 -0.70
C -0.50 -1.07 -1.00
C -1.81 0.83 0.32
C 2.64 1.29 1.29
H -2.61 0.20 0.22
H 1.41 1.28 -1.68
H -0.51 -0.69 1.77
H -0.01 -0.70 -1.90
H -1.19 2.74 1.09
H -0.03 -3.33 -0.83
H 0.88 0.75 2.38
H -2.35 -1.96 -0.32
H -2.64 -0.79 -1.57
H 3.18 1.66 2.09
H 0.55 -2.39 0.56
H 1.34 -2.34 -1.07
H 3.63 1.99 -0.51
H -2.81 2.42 1.19
H -1.91 -2.26 -2.08
```

Properties
* LUMO energy (spin up / spin down): -0.0057 / -0.0057 Ha
* orbital gap (spin up / spin down): 7.93 / 7.93 eV
* multiplicity: 1
* total charge: 0

---

# 4
Density functional theory data (ωB97M-V/def2-TZVPD) for a cluster of 2 separate species, C10H15N in total at a distorted geometry.

Geometry as XYZ:
```
26
C10H15N, DFT ωB97M-V/def2-TZVPD
N -1.67 -1.26 -0.03
C -3.67 0.07 0.06
C 1.44 0.43 1.23
C -2.97 -1.14 0.15
C 1.50 -1.08 -0.73
C -1.58 1.10 -0.42
C -2.96 1.23 -0.23
C -0.99 -0.15 -0.33
C 2.69 -0.13 -0.76
C 2.22 1.07 0.09
C 0.92 -0.91 0.67
H 1.32 -1.70 1.28
H 0.08 -0.24 -0.47
H 0.77 -0.83 -1.56
H 2.11 0.28 2.06
H -3.45 2.20 -0.27
H -0.96 1.98 -0.65
H -3.49 -2.06 0.43
H 1.57 1.77 -0.49
H 3.06 1.69 0.38
H 1.82 -2.11 -0.88
H -0.18 -0.97 0.77
H 0.65 1.09 1.57
H 2.95 0.17 -1.77
H 3.57 -0.58 -0.29
H -4.75 0.09 0.18
```

Properties
* LUMO energy: 0.0370 Ha
* structure (SMILES): c1ccncc1.C1CCCC1
* orbital gap: 10.04 eV
* multiplicity: 1
* total charge: 0

---

# 5
Density functional theory data (ωB97M-V/def2-TZVPD) for the ion C10H15N2 with charge +1 at a distorted geometry.

Geometry as XYZ:
```
27
C10H15N2, DFT ωB97M-V/def2-TZVPD
N -0.95 -1.89 0.53
N -0.57 0.80 0.90
C 3.30 0.20 -0.57
C -1.60 0.69 -0.07
C 1.75 1.49 0.69
C 2.98 1.35 0.09
C 0.75 0.59 0.55
C -0.02 -1.57 -0.60
C -2.89 0.46 0.70
C -1.44 0.89 -1.42
C 2.42 -0.85 -0.57
C 1.08 -0.61 -0.16
H 1.60 2.28 1.42
H 0.48 -2.39 -0.93
H -0.89 -2.79 0.89
H -0.48 1.07 -1.72
H 3.70 2.18 0.03
H -0.56 -1.24 -1.42
H -0.71 1.72 1.36
H -0.84 -1.23 1.34
H -3.71 0.52 -0.02
H -2.97 -0.38 1.23
H -3.10 1.29 1.31
H -1.95 -1.72 0.23
H 2.64 -1.78 -0.97
H -2.37 0.81 -2.00
H 4.35 0.10 -0.83
```

Properties
* LUMO energy: -0.1166 Ha
* structure (SMILES): C=C(C)Nc1ccccc1C[NH3+]
* orbital gap: 8.87 eV
* multiplicity: 1
* total charge: +1

---

# 6
Density functional theory data (ωB97M-V/def2-TZVPD) for the ion C10H15N2O with charge -1 at a distorted geometry.

Geometry as XYZ:
```
28
C10H15N2O, DFT ωB97M-V/def2-TZVPD
O 1.92 -1.08 -2.00
N 1.70 2.17 0.61
N 1.90 -0.24 -1.00
C -1.88 -0.25 -0.78
C 0.62 1.58 0.19
C 0.63 0.15 -0.32
C 2.88 1.50 0.31
C -0.26 -0.66 1.97
C -0.50 0.03 -1.41
C -0.52 1.22 -2.35
C -0.26 -1.63 3.06
C 2.98 0.37 -0.55
C 0.36 -0.86 0.80
H 0.55 1.36 -2.75
H 3.79 1.85 0.79
H 0.12 -2.64 2.81
H -0.74 2.04 -1.77
H -1.95 -1.28 -0.20
H -2.14 0.59 -0.16
H 0.77 -1.94 0.58
H 4.06 0.06 -0.93
H -1.17 -1.82 3.59
H -0.08 -0.77 -1.99
H -0.71 0.27 1.89
H -0.87 1.09 -3.36
H -2.71 -0.48 -1.49
H 0.39 -1.28 3.89
H -0.31 2.25 0.31
```

Properties
* LUMO energy (spin up / spin down): 0.1298 / 0.1298 Ha
* structure (SMILES): C/C=C/[C@@]1(C(C)C)C=NC=CN1[O-]
* orbital gap (spin up / spin down): 5.46 / 5.46 eV
* multiplicity: 1
* total charge: -1

---

# 7
Density functional theory data (ωB97M-V/def2-TZVPD) for the ion C10H15N2O with charge +1 at a distorted geometry.

Geometry as XYZ:
```
28
C10H15N2O, DFT ωB97M-V/def2-TZVPD
O -0.51 0.62 -2.33
N 1.13 -1.72 -0.41
N 1.82 0.43 -0.23
C -3.95 0.25 0.44
C 0.81 -0.44 -0.62
C 2.00 1.88 -0.35
C -0.51 0.17 -1.19
C -1.62 0.23 -0.29
C 2.82 -0.31 0.24
C 0.23 -2.80 -0.72
C 2.34 -1.66 0.17
C 2.70 2.36 0.92
C -2.90 0.29 -0.62
H -0.33 -3.00 0.27
H 1.03 2.27 -0.40
H -4.74 -0.49 0.25
H 2.73 -2.61 0.51
H -4.62 1.10 0.44
H 2.03 2.11 1.79
H -1.41 0.30 0.86
H -0.42 -2.52 -1.51
H 3.72 -0.04 0.72
H 0.70 -3.68 -1.03
H 2.47 2.07 -1.28
H 3.81 1.95 1.09
H -3.44 0.27 1.41
H 2.68 3.43 0.80
H -3.16 0.15 -1.64
```

Properties
* LUMO energy (spin up / spin down): -0.1079 / -0.2433 Ha
* orbital gap (spin up / spin down): 7.42 / 6.75 eV
* multiplicity: 3
* total charge: +1

---

# 8
Density functional theory data (ωB97M-V/def2-TZVPD) for a structure of composition C10H15N3 at a distorted geometry.

Geometry as XYZ:
```
28
C10H15N3, DFT ωB97M-V/def2-TZVPD
N -1.48 0.65 -0.89
N -1.37 0.30 1.37
N -1.94 0.86 0.26
C 2.28 0.58 -1.26
C 0.22 -1.30 -0.94
C 2.47 -0.78 -1.36
C -0.18 0.00 -1.00
C 1.59 -1.68 -0.91
C 0.83 0.89 -1.16
C 0.03 0.50 1.77
C 0.66 2.24 -1.43
C -2.39 0.33 2.32
C -0.76 -2.49 -0.76
H 3.49 -1.32 -1.30
H -3.52 0.38 2.10
H -1.83 -2.11 0.05
H 3.08 1.42 -1.42
H 1.92 -2.84 -0.56
H -0.22 2.54 -2.05
H 0.09 0.63 2.83
H -2.37 -0.37 3.04
H 0.65 -0.30 1.69
H 0.47 1.36 1.26
H 0.51 2.85 -0.42
H 1.61 2.56 -1.87
H -1.51 -2.82 -1.75
H -0.09 -3.39 -0.54
H -2.26 1.33 2.94
```

Properties
* LUMO energy: 0.0270 Ha
* orbital gap: 9.15 eV
* multiplicity: 1
* total charge: 0

---

# 9
Density functional theory data (ωB97M-V/def2-TZVPD) for a structure of composition C10H15N3 at a distorted geometry.

Geometry as XYZ:
```
28
C10H15N3, DFT ωB97M-V/def2-TZVPD
N -2.75 1.02 -1.56
N -0.31 0.57 0.82
N 2.48 -1.95 1.11
C 3.19 -0.24 -0.41
C 1.29 -1.38 0.91
C 0.91 -0.07 0.45
C 3.51 -1.31 0.30
C -2.19 -0.93 0.01
C -1.67 1.86 -0.95
C 1.97 0.60 -0.27
C -1.56 -0.14 1.21
C -2.26 -0.32 -1.37
C -0.85 1.83 0.36
H 4.14 -0.06 -1.11
H -2.96 -1.10 -1.94
H -1.95 2.94 -1.23
H -1.21 2.40 1.28
H 0.44 -1.96 1.22
H -1.33 -1.24 1.87
H -3.43 1.30 -0.95
H -2.19 0.58 1.83
H 1.57 1.39 -1.42
H -3.29 -0.63 0.07
H 0.18 2.33 -0.49
H -1.34 -0.57 -1.93
H -2.04 -2.16 0.10
H -0.93 1.68 -1.66
H 4.40 -1.78 0.26
```

Properties
* LUMO energy: 0.0048 Ha
* orbital gap: 8.27 eV
* multiplicity: 1
* total charge: 0

---

# 10
Density functional theory data (ωB97M-V/def2-TZVPD) for the molecule C10H15N3O2 at a distorted geometry.

Geometry as XYZ:
```
30
C10H15N3O2, DFT ωB97M-V/def2-TZVPD
O 1.48 -2.36 -0.09
O 3.38 1.74 0.60
N 0.86 -0.43 0.90
N 2.83 -0.44 -0.06
N 1.31 0.86 1.13
C -2.54 0.50 1.50
C -0.89 1.98 -1.67
C -1.54 0.21 0.35
C 2.57 0.86 0.59
C -0.46 -0.78 0.97
C 1.71 -1.20 0.14
C -1.05 1.49 -0.22
C -2.19 -0.69 -0.84
C 3.78 -0.64 -1.11
C -0.81 -1.95 1.49
H -3.06 -0.19 -1.18
H -1.96 1.23 2.14
H 3.23 -1.28 -1.74
H -3.39 1.02 0.98
H 4.57 -0.99 -0.53
H -2.48 -1.66 -0.49
H 3.92 0.37 -1.34
H -1.88 2.23 -2.08
H -0.55 1.21 -2.24
H -0.06 -2.49 2.07
H -2.76 -0.40 2.04
H -1.38 -0.75 -1.55
H -0.24 2.85 -1.62
H -0.71 2.27 0.47
H -1.70 -2.57 1.40
```

Properties
* LUMO energy (spin up / spin down): 0.0072 / -0.0697 Ha
* orbital gap (spin up / spin down): 8.98 / 6.01 eV
* multiplicity: 1
* total charge: 0

---

# 11
Density functional theory data (ωB97M-V/def2-TZVPD) for the molecule C10H15N3O3.

Geometry as XYZ:
```
31
C10H15N3O3, DFT ωB97M-V/def2-TZVPD
O -0.76 -1.69 1.27
O -2.55 -2.80 3.78
O -3.78 -2.17 2.03
N -1.11 -0.14 -0.33
N 2.49 1.63 -2.13
N 3.06 0.86 -1.21
C 0.32 1.81 -3.27
C -2.19 0.18 1.80
C 4.41 1.09 -0.80
C -1.27 -0.65 0.91
C -0.22 -0.73 -1.31
C 2.22 -0.10 -0.78
C 1.03 0.06 -1.47
C -2.98 -1.90 2.89
C 1.26 1.18 -2.31
C -2.38 -0.53 3.13
H -0.50 2.29 -2.75
H 4.78 1.96 -1.34
H -3.16 0.28 1.30
H -2.92 -3.67 3.58
H -1.51 0.76 -0.55
H 5.04 0.23 -1.04
H 0.01 -1.74 -0.95
H -1.43 -0.66 3.65
H -0.09 1.06 -3.94
H -1.76 1.17 1.95
H 2.50 -0.82 -0.04
H 4.46 1.28 0.27
H -3.07 0.03 3.77
H 0.85 2.56 -3.85
H -0.75 -0.80 -2.27
```

Properties
* LUMO energy: 0.0277 Ha
* structure (SMILES): Cc1nn(C)cc1CNC(=O)CCC(=O)O
* orbital gap: 9.71 eV
* multiplicity: 1
* total charge: 0

---

# 12
Density functional theory data (ωB97M-V/def2-TZVPD) for the ion C10H15N4 with charge +1 at a distorted geometry.

Geometry as XYZ:
```
29
C10H15N4, DFT ωB97M-V/def2-TZVPD
N -1.40 -0.21 -0.11
N -2.31 -0.80 0.51
N -5.70 -0.62 -0.14
N -3.95 0.74 -0.34
C -3.57 -0.48 0.25
C -5.31 0.57 -0.51
C -3.27 1.91 -0.32
C 0.61 1.04 0.53
C -4.70 -1.28 0.43
C 2.87 0.31 -0.32
C 0.02 -0.40 0.25
C 0.79 -1.07 -0.93
C 2.12 0.85 0.96
C 2.28 -1.01 -0.81
H 2.73 -1.88 -0.27
H -2.21 -1.65 1.18
H 0.15 -1.04 1.11
H 0.57 -2.10 -1.06
H -4.80 -2.22 0.95
H 0.49 -0.56 -1.76
H 2.65 -1.08 -1.89
H 2.17 0.30 1.78
H -0.02 1.60 1.30
H 2.48 1.91 1.08
H 0.71 1.51 -0.41
H -5.98 1.26 -0.95
H -3.75 2.77 -0.81
H 3.89 0.23 0.09
H 2.71 1.10 -1.16
```

Properties
* LUMO energy (spin up / spin down): -0.2075 / -0.2074 Ha
* orbital gap (spin up / spin down): 7.20 / 7.20 eV
* multiplicity: 1
* total charge: +1

---

# 13
Density functional theory data (ωB97M-V/def2-TZVPD) for a cluster of 2 separate species, C10H15N4 in total at a distorted geometry.

Geometry as XYZ:
```
29
C10H15N4, DFT ωB97M-V/def2-TZVPD
N -1.87 -2.88 2.45
N -0.17 -1.32 1.53
N -0.35 -3.34 0.50
N 1.25 3.16 -0.65
C 1.33 4.15 -1.54
C -2.92 -1.93 2.81
C -0.48 -0.91 0.14
C 2.20 4.15 -2.62
C 2.98 2.02 -1.87
C 2.07 2.11 -0.83
C -0.14 -2.31 -0.58
C -0.91 -2.55 1.62
C -3.75 -1.33 1.83
C 3.04 3.06 -2.79
H 1.98 1.32 -0.09
H 0.57 -3.67 0.81
H 2.22 4.98 -3.32
H 3.62 1.15 -1.97
H -0.31 -0.64 2.28
H -1.87 -3.83 2.86
H -3.78 -0.22 1.78
H -0.95 -2.48 -1.33
H -0.03 0.02 -0.28
H 0.65 4.98 -1.37
H -1.61 -0.83 0.11
H 0.91 -2.19 -0.93
H -4.36 -1.99 1.15
H -3.08 -1.68 3.90
H 3.73 3.02 -3.62
```

Properties
* LUMO energy: -0.1840 Ha
* orbital gap: 6.96 eV
* multiplicity: 1
* total charge: +1

---

# 14
Density functional theory data (ωB97M-V/def2-TZVPD) for the molecule C10H15N5O4 at a distorted geometry.

Geometry as XYZ:
```
34
C10H15N5O4, DFT ωB97M-V/def2-TZVPD
O 2.99 1.83 -1.43
O 2.56 1.85 -3.64
O -1.21 -0.08 -4.09
O 2.08 0.07 0.56
N -2.45 -1.14 3.17
N 0.58 0.28 -1.06
N 0.63 0.59 -5.38
N -1.48 0.42 0.53
N -2.42 -0.46 5.26
C -0.17 0.22 1.16
C -3.09 -1.17 4.32
C 1.00 -0.66 -3.33
C 0.01 0.06 -4.26
C 1.68 0.12 -2.15
C 0.92 0.07 0.20
C -1.20 -0.49 3.40
C 2.40 1.40 -2.53
C -1.24 0.08 4.71
C -0.18 -0.94 2.36
H 1.61 0.98 -5.19
H 0.16 1.06 1.80
H -2.15 0.72 1.25
H -0.66 0.74 5.25
H 0.81 -1.14 2.80
H -1.73 -0.42 0.10
H 2.71 0.99 -0.85
H 1.88 -0.92 -3.87
H -2.53 -0.43 6.32
H -0.14 0.90 -1.33
H -0.52 -1.95 2.12
H 0.67 -1.67 -3.07
H 0.14 0.99 -6.14
H 2.51 -0.28 -1.55
H -4.17 -1.63 4.55
```

Properties
* LUMO energy: 0.0206 Ha
* structure (SMILES): NC(=O)C[C@H](NC(=O)[C@@H](N)Cc1c[nH]cn1)C(=O)O
* orbital gap: 9.47 eV
* multiplicity: 1
* total charge: 0

---

# 15
Density functional theory data (ωB97M-V/def2-TZVPD) for a cluster of 2 separate species, C10H15NO2 in total at a distorted geometry.

Geometry as XYZ:
```
28
C10H15NO2, DFT ωB97M-V/def2-TZVPD
O -2.32 0.89 -0.06
O 3.66 -0.37 -0.44
N -2.51 1.24 -2.24
C 0.96 -0.93 1.94
C -0.87 -0.48 -1.40
C 2.66 -0.14 0.48
C 0.35 0.32 2.03
C -1.93 0.60 -1.19
C 0.99 1.37 1.33
C -1.07 -1.34 -2.61
C 2.25 1.15 0.77
C 1.99 -1.22 1.07
C -0.92 0.61 2.70
H 0.59 2.37 1.32
H 2.82 1.97 0.36
H -0.86 -0.84 -3.55
H -1.07 1.68 2.85
H 0.61 -1.71 2.62
H 3.74 -1.31 -0.47
H -2.45 0.90 -3.18
H -2.03 -1.86 -2.66
H -0.89 0.13 3.69
H -3.12 2.02 -2.05
H -0.75 -0.90 -0.40
H -1.81 0.12 2.30
H -0.31 -2.12 -2.53
H 0.08 0.09 -1.45
H 2.22 -2.22 0.76
```

Properties
* LUMO energy: 0.0264 Ha
* structure (SMILES): Cc1ccc(O)cc1.CCC(N)=O
* orbital gap: 8.88 eV
* multiplicity: 1
* total charge: 0

---

# 16
Density functional theory data (ωB97M-V/def2-TZVPD) for the molecule C10H15NS at a distorted geometry.

Geometry as XYZ:
```
27
C10H15NS, DFT ωB97M-V/def2-TZVPD
S 0.64 -1.34 2.71
N -2.15 -0.22 1.69
C 1.22 -2.07 -0.42
C 2.87 -0.51 0.74
C -1.46 0.10 0.74
C -1.37 0.82 -0.53
C -0.85 -0.57 3.68
C -2.46 0.14 -1.52
C -1.97 -0.32 3.03
C 0.56 -0.42 1.33
C -1.66 2.23 -0.31
C 1.47 -0.64 0.20
H 1.26 -2.83 0.35
H -2.37 0.55 -2.52
H -1.59 2.80 -1.23
H 0.29 -2.04 -0.94
H 3.45 -0.63 -0.09
H -2.31 -0.92 -1.73
H 2.87 0.48 1.09
H 3.21 -1.23 1.55
H 1.17 0.01 -0.60
H -0.53 0.56 -1.16
H -0.50 -0.28 4.63
H -0.89 2.65 0.24
H 2.01 -2.19 -1.16
H -2.57 2.40 0.20
H -3.49 0.32 -1.31
```

Properties
* LUMO energy (spin up / spin down): -0.0021 / -0.0120 Ha
* orbital gap (spin up / spin down): 6.56 / 6.03 eV
* multiplicity: 1
* total charge: 0

---

# 17
Density functional theory data (ωB97M-V/def2-TZVPD) for a structure of composition C10H15NS at a distorted geometry.

Geometry as XYZ:
```
27
C10H15NS, DFT ωB97M-V/def2-TZVPD
S -2.08 1.34 -1.54
N -3.09 0.74 -0.44
C -1.13 -0.10 0.38
C 1.13 -0.27 -2.20
C 1.39 1.95 -1.02
C -2.52 0.10 0.53
C -3.26 -0.58 1.63
C 0.89 -0.35 0.39
C 1.39 0.20 1.69
C -0.74 0.63 -0.71
C 0.73 0.45 -0.93
C 1.18 -1.78 0.32
H 1.03 -2.34 1.37
H 2.55 0.26 1.49
H 1.03 2.28 -2.03
H -2.62 -1.29 2.14
H 2.17 -0.47 -2.14
H 2.47 1.78 -1.06
H 0.83 0.31 -3.06
H 1.06 2.81 -0.34
H 0.89 1.12 1.94
H -3.45 0.23 2.40
H 1.16 -0.49 2.39
H -4.23 -1.01 1.34
H 2.19 -2.00 -0.05
H 0.71 -1.25 -2.27
H 0.32 -2.26 -0.23
```

Properties
* LUMO energy: 0.0245 Ha
* orbital gap: 9.47 eV
* multiplicity: 1
* total charge: 0